Computed, not measured: 2 unconnected molecules or ions with the total composition C6H10O in a non-equilibrium geometry, with ωB97M-V/def2-TZVPD.

Element x y z (Å)
C  0.47666  -1.71773  -0.91440
C  0.49369  -2.96137  -0.44313
C  0.76227  -0.17087  0.95228
C  0.24877  -0.42175  -0.25543
C  -0.58957  1.78136  1.82733
C  0.51905  1.07042  1.68512
H  0.80034  -1.60397  -1.94937
H  0.83711  -3.76644  -1.08072
H  0.19949  -3.14565  0.58496
H  1.45997  -0.86619  1.39024
H  -0.17477  0.30551  -0.94064
H  -1.52880  1.53903  1.32089
H  -0.62555  2.69876  2.39977
H  1.38976  1.49578  2.14205
H  -2.12674  2.20269  -1.97811
H  -0.62622  1.95478  -2.31592
O  -1.51547  1.60565  -2.42490

Summary:
Net charge: 0
E_HOMO in eV: -8.676
Kohn-Sham gap in eV: 9.27
F_max in Eh/bohr: 0.0252
ΔE to the lowest compared entry with this formula, charge and spin in kJ/mol: 176.2
SMILES: C=C/C=C/C=C.O

natural (NBO) atomic charge list, values in e, 5 entries: -0.207 -0.387 -0.216 -0.209 -0.376